Entry 1:
A gas-phase ion, C27H35N4 (charge +1) in a non-equilibrium geometry. Source: the Open Molecules 2025 dataset; level of theory: ωB97M-V/def2-TZVPD.

ΔE to the lowest compared entry with this formula, charge and spin (eV): 0.039
HOMO-LUMO gap (eV): 7.942
Molar mass (g mol⁻¹): 415.60
Energy (eV): -34522.0135
Multiplicity: 1
Charge: +1
LUMO level (Ha): -0.08166

Geometry as XYZ:
```
66
Properties=species:S:1:pos:R:3:mulliken_charge:R:1
N 2.07333 0.35145 2.41899 0.360
H -2.85927 -6.49593 1.13734 0.400
H 4.19349 -0.21932 -1.00301 0.383
C 4.92142 0.54129 0.87370 -0.638
H 0.37108 -3.83307 -0.07676 0.452
H 0.77275 0.83866 3.96817 0.298
C 4.59217 0.57596 2.35626 -0.583
C -1.48428 -1.55802 -0.25584 -0.486
N 0.40075 -0.51585 1.01690 0.438
H 3.72184 -1.19441 0.37709 0.333
H -1.72224 4.87839 -5.08035 0.324
H 0.51917 -1.42673 -0.83226 0.625
H 0.68759 1.78489 -4.11968 0.465
H -1.89982 1.35428 0.11750 0.726
C -1.60085 -2.98716 0.01602 0.074
H 0.55722 5.38485 -4.32490 0.324
C 3.23908 1.20776 2.68396 -1.042
C -1.96385 4.46395 -4.09013 -1.038
H -2.40308 5.27748 -3.49037 0.348
C 0.14655 1.71166 -3.17265 -0.823
C -0.39997 0.48401 -1.16567 0.801
C -0.40472 -0.86080 2.17472 -0.079
H 5.06295 1.56752 0.50581 0.272
H -4.53194 -4.65350 0.72279 0.276
H 3.22528 1.40389 3.76329 0.533
H 2.67194 1.66260 0.16759 0.701
H -5.56175 -1.82534 -1.04141 0.318
C -0.68048 -4.02179 0.15290 -0.324
H -5.54064 -2.89904 0.38919 0.286
H 4.62006 -0.44244 2.76971 0.307
C -1.44056 2.62635 -1.56409 -0.836
H -5.43146 -1.12418 0.59484 0.346
C 0.45587 -1.18477 3.34897 -1.144
H -0.98486 -1.75355 1.95108 0.176
H 1.99526 0.44684 -0.88974 -0.743
C 0.23107 0.55548 -2.40929 -0.130
C -1.16055 -5.28555 0.53721 -0.776
H -0.18768 -1.35860 4.21309 0.427
H -0.15674 5.87140 -2.77579 0.329
H 0.81436 -0.30783 -2.74846 0.509
C -2.98615 -3.26460 0.17564 0.341
C -5.13536 -1.97382 -0.03732 -0.950
C 1.35983 -0.02316 3.61723 -0.612
H 1.02003 -2.10665 3.15723 0.304
H 5.36972 1.14508 2.88024 0.346
H 2.08969 -0.27236 4.39747 0.526
C -0.18757 -0.77227 -0.30443 0.325
H -2.13692 3.41571 -1.26152 0.421
C -0.68353 2.77867 -2.74722 -0.184
H -2.69386 3.65491 -4.20539 0.312
C 0.26033 5.01476 -3.33284 -0.992
C 1.59655 0.11382 1.19652 0.608
N -3.69088 -2.09186 -0.08370 0.084
H -1.12566 -0.05894 2.40966 0.160
C -2.79188 -1.07863 -0.37319 -1.092
C 2.49883 0.57637 0.06583 0.244
C 3.84752 -0.15471 0.03712 -0.864
H -3.14969 -0.09882 -0.68701 0.804
C -3.46594 -4.50441 0.57920 -0.835
H 5.87424 0.01883 0.74008 0.375
C -1.27358 1.48827 -0.77050 -1.101
N -0.73771 3.97233 -3.48956 0.253
H -0.46134 -6.11068 0.65534 0.402
H 3.12588 2.17653 2.17583 0.378
C -2.52166 -5.51903 0.79147 -0.732
H 1.14057 4.63383 -2.80289 0.289
```

=====

Entry 2:
A molecular structure, C18H25BN8O3Ti in a non-equilibrium geometry. Source: the Open Molecules 2025 dataset; level of theory: ωB97M-V/def2-TZVPD.

ΔE to the lowest compared entry with this formula, charge and spin (eV): 0.000
HOMO-LUMO gap (alpha / beta) (eV): 6.015 / 9.585
Molar mass (g mol⁻¹): 460.13
Energy (eV): -60931.0462
Multiplicity: 3
Charge: 0
LUMO level (alpha / beta) (Ha): 0.01983 / 0.01939

Geometry as XYZ:
```
56
Properties=species:S:1:pos:R:3:mulliken_charge:R:1
Ti -0.84821 0.01625 -1.07937 -0.259
O -1.67064 1.41628 4.56563 -0.619
C 0.40074 -0.29504 2.01195 -0.502
N -1.02042 0.06481 -4.00205 -0.168
C 2.58798 0.73768 3.89496 -1.144
H -1.35016 0.10366 -6.08200 0.436
H 0.87244 1.45198 4.96765 0.407
H 0.98211 2.02796 3.31024 0.422
H -0.74243 -2.60614 -0.23052 0.244
H -1.96101 -1.46643 -1.10838 0.342
N 0.89101 -0.84907 -1.84079 0.416
H -0.50474 3.21088 -0.07870 0.428
H -0.83791 -1.76792 3.91082 0.453
H 2.83117 -0.87648 -4.43427 0.442
H 1.81213 -1.95658 3.65702 0.370
N -0.20131 1.79308 -1.65403 0.615
C 1.13298 1.14211 3.94603 -1.011
C 0.41492 3.93656 -2.01044 -1.180
H -3.02158 1.27686 2.52996 0.327
C -0.05226 -1.14778 4.36369 -0.826
C 2.39302 -1.06468 -3.46828 -0.077
C 2.79023 -1.91021 -2.43061 -1.212
C -1.75735 -0.12713 -5.10615 -0.074
C -2.96895 -0.73994 -3.34092 -0.177
H 2.87266 0.42461 2.88743 0.270
H -2.24134 -2.09462 0.61014 0.324
H 0.59246 4.99119 -1.87000 0.385
C -1.63628 0.64380 1.17166 0.167
C 0.71017 3.16594 -3.14569 -0.111
H 0.93367 -3.00751 4.77726 0.379
H 3.19413 1.60336 4.17532 0.431
C -1.78824 -2.31028 -0.36420 -0.941
C 1.82844 -1.74931 -1.42618 -0.309
C -1.27675 0.84924 3.55891 -0.488
O -2.34211 0.79328 0.11212 -0.631
H 1.78537 -1.60354 5.41424 0.304
H -2.30915 -3.16370 -0.81444 0.345
H -3.71511 -1.10179 -2.65611 0.488
H 2.81130 -0.07137 4.59206 0.209
C -3.00217 -0.63781 -4.72997 -1.175
H 1.13919 3.44736 -4.09535 0.435
H 0.89722 0.93297 -4.91883 -0.114
N -1.76027 -0.29481 -2.88313 0.374
C 1.20286 -1.96875 4.56324 -1.394
H 1.76752 -2.18296 -0.43716 0.493
C 0.06454 0.11830 3.46139 2.191
B 0.42126 0.63243 -3.85498 0.049
N -0.38572 0.19884 1.00273 0.507
H -3.82381 -0.91734 -5.36110 0.401
H 3.65592 -2.54931 -2.40574 0.396
H -0.44210 -0.82531 5.33877 0.465
N 1.26474 -0.43767 -3.10983 -0.045
C -0.15686 3.05028 -1.09301 -0.121
N 0.34182 1.89782 -2.93321 -0.399
O 1.33468 -1.04227 1.71083 -0.632
N -2.10979 0.83822 2.43140 0.094
```

=====

Entry 3:
A molecular structure, C12H9BeIN6O4Se2 in a non-equilibrium geometry. Source: the Open Molecules 2025 dataset; level of theory: ωB97M-V/def2-TZVPD.

HOMO-LUMO gap (eV): 6.586
Molar mass (g mol⁻¹): 595.08
Energy (eV): -168914.5917
Multiplicity: 1
Charge: -2
LUMO level (Ha): 0.15330

Geometry as XYZ:
```
35
Properties=species:S:1:pos:R:3:mulliken_charge:R:1
C 0.98954 -0.32693 -0.33608 0.450
H -2.51182 3.74166 1.23760 0.260
Be -0.46651 -0.82043 -1.26960 -0.309
N -1.89291 0.52457 -0.85639 0.258
C -3.26497 0.60928 -0.86217 -0.337
O -3.09240 -3.55196 -0.07184 -0.722
N -2.53824 2.30076 -0.17442 1.159
H 1.81411 -0.26421 -2.26393 0.365
Se 0.60384 -0.01889 -5.86733 -0.369
I -1.51226 -1.32250 1.92781 0.063
C 2.96403 0.23067 2.86506 -0.649
C 2.13991 -0.40021 3.84597 -0.347
H 0.16242 -1.14197 4.26639 0.363
H 3.86890 0.71322 3.23880 0.312
O -3.46068 -1.83921 -2.28391 -0.791
C 3.20604 0.44860 -0.79523 -0.576
N -2.40040 3.65903 0.21716 -0.861
H 4.57742 0.85937 0.77122 0.251
C 3.53925 0.67840 0.49281 -1.152
N -0.19626 -0.22699 -3.00108 -0.687
H 2.53955 -0.41404 4.88850 0.263
C 1.98327 -0.01360 -1.24012 -0.658
N -1.45531 1.61969 -0.40113 -0.484
C 1.26554 -0.22447 1.08399 0.513
Se -2.60073 -3.02496 -1.54972 1.122
H -1.40282 3.80740 0.15640 0.316
C 0.86827 -0.82010 3.51851 -0.886
H -3.81961 -0.20318 -1.28317 0.730
N -3.69252 1.75718 -0.45398 -0.879
C 2.59317 0.27694 1.52705 1.033
C 0.44020 -0.62255 2.18916 0.266
H 3.89715 0.58252 -1.62629 0.329
C 0.15447 -0.09911 -4.12800 0.561
O -2.18912 -4.23068 -2.54715 -0.729
O -1.11051 -2.24332 -1.21486 -0.177
```

=====

Entry 4:
2 unconnected molecules or ions with the total composition C39H64ClFN4O4 in a non-equilibrium geometry. Source: the Open Molecules 2025 dataset; level of theory: ωB97M-V/def2-TZVPD.

HOMO-LUMO gap (eV): 8.667
Molar mass (g mol⁻¹): 707.42
Energy (eV): -70857.9715
Multiplicity: 1
Charge: 0
LUMO level (Ha): 0.01897

Geometry as XYZ:
```
113
Properties=species:S:1:pos:R:3:mulliken_charge:R:1
C 3.37892 2.04491 3.52773 -1.003
H 2.56807 -1.20065 -2.65743 0.190
H -1.26895 0.74075 -1.64106 -0.279
H 3.93329 -0.49609 1.24417 0.479
C -2.48605 6.58956 1.48393 -0.457
H -6.88104 -1.30651 0.29309 0.329
C -4.55735 -1.55064 0.34875 -0.523
C -8.61570 -4.31051 2.17930 -0.720
H -7.73144 -5.50670 0.55301 0.358
H -9.37722 -6.78763 3.16855 0.380
H -1.21610 3.68342 -2.23003 0.201
C -1.67533 4.05254 2.17829 -0.674
C 4.24704 2.89188 0.27269 -0.476
C -1.84034 0.04003 -2.36372 0.272
H 4.46551 1.60571 -4.52716 0.357
C -5.91126 -0.23706 -1.56168 -0.574
O -6.43894 -3.94747 1.04902 -0.267
N 11.17340 0.91266 -0.72693 -0.624
H -4.61461 -6.35490 5.30473 0.239
C -0.74263 4.64582 -1.81785 -0.549
F 4.94015 3.36715 -2.85917 -0.387
C 1.25087 2.99070 -2.10614 0.264
H -1.99794 -1.91739 1.16732 0.330
C -7.75455 -4.47439 0.91744 -0.603
C -5.48971 -4.85894 1.58199 -0.782
H 8.31983 1.76096 -1.47383 0.091
H 10.35491 1.15804 -2.68605 0.254
H -1.55364 3.21483 2.94184 0.365
H -5.43257 -4.75636 2.66822 0.296
H -7.24358 -4.82336 3.58059 0.078
C 7.66345 -0.44867 -1.77003 -0.688
H -8.23040 -3.88762 0.12424 0.360
H -5.98808 -6.77148 6.34696 0.346
H -8.05829 -6.90196 5.34240 0.404
H 5.07252 0.76624 2.01675 0.389
H -0.71674 2.84475 0.44325 0.250
H 3.04369 4.03660 -3.40320 0.398
H 0.43850 2.32953 -1.65576 -1.247
O 4.87961 3.50515 1.16790 -0.664
H 3.19869 3.17379 3.35111 0.234
C -3.18141 -1.24296 -0.28344 0.606
H -6.84726 0.17689 -2.07241 0.300
C 6.09262 -0.23373 -1.39204 -0.102
C 1.60393 -0.93661 -2.08764 -0.742
H 10.28927 -0.60461 -1.94741 0.279
C -1.19111 3.85800 0.71570 0.136
H -7.83367 -6.84470 2.29018 0.184
H 5.55081 -0.15117 -2.41411 -0.050
H 0.29101 0.66117 -3.16325 0.097
H 8.70715 0.55960 -0.06208 0.132
H -2.08720 7.15945 -0.80071 0.260
H 4.51850 1.95840 3.70575 0.246
C 0.39829 -0.46729 -3.03475 -0.457
H 3.58643 0.58285 -2.06088 -0.834
H -5.70584 -5.89540 1.31045 0.342
C -7.65640 -7.23940 4.38145 -0.805
N -8.20735 -5.05902 3.36957 -0.334
C 3.41348 2.05599 -4.34894 -0.964
C 4.26859 1.29987 -0.10335 1.423
N -0.92008 -1.11030 -2.64662 -0.357
H -2.09730 0.57288 -3.35946 0.301
H 7.96229 -1.48951 -1.40898 0.274
H 0.89831 0.59016 -0.51339 -0.336
C 3.07382 1.10394 -1.16005 0.990
C 1.88465 0.07720 -0.83746 0.013
H 2.73753 1.17568 -4.08378 0.104
H -2.63740 5.61729 3.58694 0.290
N 3.33977 3.45144 -0.72034 -0.084
C 2.89767 1.21022 2.22636 0.836
H 7.75981 -0.41499 -2.92367 0.241
C -1.34240 5.00533 -0.35426 0.167
H -6.03589 -5.29584 5.33018 0.310
C -5.70298 -6.33640 5.38458 -0.731
H 1.32399 5.26641 -2.38714 0.309
C 4.15566 0.63513 1.35333 -1.588
C -4.52432 0.08480 -2.22495 -0.477
C 0.88373 4.50998 -1.65594 -0.498
H 2.89237 1.67245 4.49798 0.350
H 1.26127 -1.93114 -1.60348 0.495
C 8.63375 0.69716 -1.20957 -0.063
H 10.91279 0.56456 0.20886 0.240
H -4.50866 -4.59622 1.17903 0.297
C 5.79180 1.11915 -0.58600 -1.367
H -7.86950 -8.30899 4.29218 0.391
H 6.18684 2.05262 -1.14274 0.020
H -1.25967 -1.58935 -3.49796 0.276
C -1.98886 6.35650 0.01589 -0.438
H 2.13475 1.76560 1.58373 -0.082
H -2.93248 7.61034 1.72497 0.311
C -2.29999 5.45413 2.51172 -0.331
O -6.23644 -7.09372 4.30914 -0.341
C 2.75786 2.55609 -1.76619 1.036
H -4.51471 0.69333 -3.19286 0.231
H 1.07303 2.97374 -3.25140 0.286
C -3.17142 -0.39686 -1.59284 0.235
H -4.57600 -2.14984 1.33268 0.198
O -1.91711 -1.65520 0.22490 -0.434
H 1.09741 4.71949 -0.55791 0.407
H 6.43011 1.07026 0.37837 0.441
H 2.14224 -0.62665 0.04424 0.383
H -0.99261 5.55554 -2.47278 0.429
Cl 1.96643 -0.26380 2.91317 -0.240
C -8.31969 -6.51002 3.21332 -0.187
H 0.63698 -0.88307 -4.09179 0.352
C -5.91003 -1.06027 -0.24449 -0.427
H 5.62888 -1.15242 -0.88163 0.321
H 3.10527 2.62042 -5.28868 0.230
H 3.55295 4.40871 -1.02796 0.452
H -8.60427 -3.25153 2.45770 0.377
H -9.65557 -4.56008 1.93758 0.411
H 12.07184 0.45984 -0.94651 0.239
C 10.15278 0.52506 -1.75669 -0.372
C 3.55505 3.04666 -3.09474 0.046
```

=====

Entry 5:
A single C23H24O7 molecule in a non-equilibrium geometry. Source: the Open Molecules 2025 dataset; level of theory: ωB97M-V/def2-TZVPD.

HOMO-LUMO gap (eV): 8.487
Molar mass (g mol⁻¹): 412.44
Energy (eV): -38571.3611
Multiplicity: 1
Charge: 0
LUMO level (Ha): 0.02698

Geometry as XYZ:
```
54
Properties=species:S:1:pos:R:3:mulliken_charge:R:1
H -0.45198 1.40332 -1.37477 0.570
O 2.11418 1.70473 3.55224 -0.575
O 2.76731 -0.42475 3.16857 -0.264
H -3.47656 0.27128 2.06982 0.241
H 0.69131 -2.76264 2.56377 0.336
H 2.47066 1.41914 0.87352 0.796
C 1.95736 0.64559 2.97924 -0.438
H 5.31370 -1.91544 -1.50842 0.264
C 2.25942 -2.10844 -2.13864 0.098
C 1.48020 1.05256 0.59786 -0.314
C 0.92503 -1.88961 -1.76044 -1.969
H -2.03523 6.23054 2.28094 0.309
H 4.63897 -0.95503 3.72798 0.251
H -2.66859 1.22961 3.38087 0.346
O 0.78374 -0.99758 1.62903 -0.405
C -0.37213 1.02722 2.36095 -0.713
C 0.27808 -1.76272 2.71962 -0.860
H -2.82187 1.92618 1.73624 0.235
H -1.45655 7.24300 0.92909 0.278
C 0.11734 4.51717 0.86266 0.961
C 4.57973 -1.72120 -2.29918 -0.582
C 4.04662 -0.04349 3.68280 -0.799
O 2.70164 -3.18013 -2.85184 -0.562
H -0.81110 -1.79955 2.62459 0.234
C 0.93226 0.37568 1.85636 3.305
C 0.67118 -0.82093 -0.92003 0.097
C 0.02627 5.78037 1.64975 -0.660
C 1.70536 -0.00126 -0.44733 0.242
C -0.34584 2.25109 -0.70424 -0.023
C 3.01360 -0.17760 -0.88341 -0.538
H 0.20647 5.60289 2.71663 0.290
H 1.84787 3.50420 1.62747 0.378
O -1.46261 0.38401 1.89920 -0.264
H -0.34674 -0.63990 -0.58854 0.557
O -0.45173 1.99399 3.09216 -0.635
H 5.00714 -0.99642 -3.00192 0.239
O -2.01677 5.28958 0.40842 -0.553
C 0.97738 3.44214 0.96951 -0.947
C 0.68264 2.27111 0.25248 0.145
H -2.18855 3.21975 -1.32822 0.404
H 0.73865 6.53182 1.28466 0.224
H 0.57939 -1.37732 3.70229 0.342
C 3.29161 -1.23068 -1.74244 0.784
C -1.41102 6.24209 1.37781 -0.355
H 4.50268 0.67193 2.99110 0.308
C -2.70010 0.99604 2.30801 -0.749
C -1.07444 4.35713 0.11567 0.127
H 3.93894 0.43489 4.66332 0.308
H 0.13919 -2.56210 -2.09840 0.398
H 4.65546 -3.89669 -2.60339 0.279
H 4.37369 -2.96707 -4.09676 0.269
C -1.28792 3.25854 -0.72154 -1.442
C 4.16790 -3.01000 -3.02162 -0.369
H 3.81737 0.48122 -0.55179 0.401
```

=====

Entry 6:
2 unconnected molecules or ions with the total composition C2H8N2OP in a non-equilibrium geometry. Source: the Open Molecules 2025 dataset; level of theory: ωB97M-V/def2-TZVPD.

ΔE to the lowest compared entry with this formula, charge and spin (eV): 0.112
HOMO-LUMO gap (eV): 8.611
Molar mass (g mol⁻¹): 107.07
Energy (eV): -16511.7700
Multiplicity: 1
Charge: +1
LUMO level (Ha): -0.14121

Geometry as XYZ:
```
14
Properties=species:S:1:pos:R:3:mulliken_charge:R:1
O -1.13542 2.36596 -2.90508 -0.364
H 1.81216 -0.53848 0.10102 0.294
N 1.97577 -1.86559 1.77084 -0.349
H -0.24915 2.18763 -2.89856 0.309
H -1.87908 1.05497 0.28955 0.040
H -0.45403 -0.60964 0.06591 0.168
H -2.72604 2.32465 -1.62267 0.367
C -1.67793 2.08927 -1.71288 0.080
H 2.83863 -1.51786 1.95907 0.272
H -0.52527 -1.93718 1.25320 0.234
C 1.29742 -1.16822 0.88493 0.251
P -0.74266 1.25310 -0.46131 -0.330
H 1.43851 -2.26802 2.60471 0.295
N 0.02710 -1.37058 0.67127 -0.266
```

=====

- What is the multiplicity in the fifth record?
  1